Entry 1:
A cluster of 18 separate species, C51H109N7O36 in total at a distorted geometry. Source: the Open Molecules 2025 dataset; level of theory: wB97M-V/def2-TZVPD.

Energy = -138773.7580 eV
Charge = 0
HOMO-LUMO gap = 9.1 eV
Strongest force on any atom = 4.303 eV/A

XYZ file:
```
203
Properties=species:S:1:pos:R:3:lowdin_charge:R:1
C -4.05599 -6.10814 -0.05844 0.045
N -4.48070 -5.02711 0.83478 -0.418
O -5.64466 -5.04534 1.15678 0.077
O -3.56236 -4.29774 1.26010 0.024
H -4.83403 -6.86164 -0.18088 0.084
H -3.19075 -6.56392 0.42295 0.091
H -3.84488 -5.60402 -1.00152 0.099
C 0.27297 0.53093 -5.69487 0.041
N 0.41285 0.79617 -7.19607 -0.445
O -0.38624 1.50257 -7.71184 0.071
O 1.26425 0.22400 -7.82903 0.062
H -0.36550 -0.32831 -5.48954 0.092
H -0.16236 1.41395 -5.22702 0.073
H 1.21411 0.34757 -5.17647 0.060
C 2.86830 -3.30513 -3.07695 0.022
N 1.48651 -3.54779 -3.55092 -0.438
O 1.03261 -2.62323 -4.22368 0.033
O 0.86977 -4.50369 -3.13652 0.077
H 3.01741 -2.33552 -2.60185 0.089
H 3.42942 -3.17103 -4.00175 0.098
H 3.31218 -4.06610 -2.43508 0.096
C 5.55180 6.35897 -3.05663 0.031
N 4.56524 6.64091 -4.06442 -0.465
O 3.41072 6.32943 -3.91951 0.055
O 4.94977 7.31620 -4.97728 0.070
H 6.52324 6.22779 -3.53329 0.105
H 5.10767 5.54063 -2.48992 0.097
H 5.72663 7.25695 -2.46404 0.103
C 6.95579 1.35749 0.85266 0.058
N 5.72065 1.54617 -0.01172 -0.419
O 5.85145 2.35978 -0.89724 0.071
O 4.75612 0.89839 0.34048 0.059
H 6.90118 0.36616 1.30253 0.084
H 7.03316 2.13295 1.61476 0.104
H 7.79706 1.37048 0.15970 0.095
C -4.49596 1.88881 -3.95967 0.037
N -3.42280 2.87489 -4.00889 -0.432
O -2.82880 2.84493 -5.07066 0.057
O -3.25095 3.77376 -3.20817 0.079
H -4.04303 0.92473 -3.72837 0.106
H -5.11410 1.87683 -4.85736 0.105
H -5.20307 2.24133 -3.20879 0.099
C -8.22602 -3.28991 -2.03608 0.045
N -6.82046 -3.50709 -1.67172 -0.417
O -6.36984 -4.65863 -1.74760 0.039
O -6.17062 -2.49272 -1.44426 0.052
H -8.35763 -2.22548 -2.23041 0.100
H -8.90580 -3.54786 -1.22401 0.104
H -8.33974 -4.00568 -2.85024 0.107
O 5.58533 -3.18106 3.60234 0.062
C 5.56347 -3.09481 2.35197 -0.442
O 6.54573 -3.39045 1.41663 -0.028
C 7.71711 -3.98729 1.94632 -0.247
C 8.57917 -3.11398 2.81732 -0.078
C 4.37401 -2.41200 1.64036 0.026
H 8.18690 -4.32593 1.02289 0.121
H 7.53613 -4.91313 2.49237 0.125
H 8.58685 -2.04654 2.59684 0.072
H 9.63111 -3.38340 2.72278 0.077
H 8.30608 -3.13029 3.87243 0.075
H 4.51215 -1.36297 1.90218 0.063
H 3.53402 -2.84887 2.18042 0.088
H 4.38328 -2.61560 0.56959 0.080
O -6.55976 -7.00427 -3.20490 0.032
C -5.40737 -7.48150 -3.32377 -0.527
O -5.01389 -8.55362 -2.64505 -0.019
C -5.97661 -9.14128 -1.67901 -0.162
C -5.36021 -10.32562 -0.81815 -0.054
C -4.31423 -6.86047 -4.15773 0.025
H -6.80322 -9.54976 -2.26036 0.118
H -6.28971 -8.41852 -0.92557 0.104
H -6.16126 -10.85280 -0.29998 0.069
H -4.78326 -9.90752 0.00673 0.065
H -4.87878 -11.06042 -1.46345 0.072
H -4.70052 -6.40651 -5.07030 0.091
H -3.68329 -7.68314 -4.49421 0.084
H -3.71689 -6.20512 -3.52386 0.085
O -3.50791 5.47178 1.93131 0.118
C -2.82031 4.93530 2.76338 -0.457
O -2.93927 4.85430 4.18443 -0.052
C -4.26209 5.04692 4.69165 -0.218
C -4.55417 6.60045 4.82500 -0.067
C -1.43261 4.49580 2.37298 0.015
H -4.28560 4.73462 5.73569 0.106
H -5.09023 4.52025 4.21742 0.119
H -4.63650 7.18156 3.90651 0.065
H -3.73857 7.07296 5.37239 0.068
H -5.44573 6.76914 5.42895 0.066
H -1.13381 4.93957 1.42330 0.065
H -1.43642 3.42011 2.19694 0.074
H -0.63616 4.64724 3.10155 0.081
O 0.69383 -1.71319 -1.29606 0.097
C -0.35888 -1.14761 -1.31416 -0.543
O -0.51737 0.13703 -1.33367 0.015
C 0.56825 0.99683 -1.73657 -0.181
C 0.02296 2.41783 -1.60261 -0.051
C -1.76578 -1.85699 -1.15820 0.043
H 0.95942 0.90882 -2.75015 0.105
H 1.40649 0.90304 -1.04617 0.112
H -1.03261 2.42324 -1.87437 0.076
H 0.56617 3.12220 -2.23260 0.050
H 0.00044 2.82423 -0.59146 0.062
H -2.15188 -1.95641 -2.17267 0.078
H -2.46336 -1.35033 -0.49128 0.076
H -1.81751 -2.88717 -0.80583 0.065
O -2.56014 7.71394 -3.41039 0.059
C -1.97206 6.87144 -2.71843 -0.552
O -1.00123 6.07598 -3.12329 -0.044
C -0.71284 5.98519 -4.51581 -0.169
C 0.03488 4.61783 -4.64424 -0.039
C -2.23867 6.81382 -1.23472 0.034
H -0.11231 6.85042 -4.79657 0.128
H -1.71174 5.91775 -4.94682 0.119
H 1.10114 4.80051 -4.51082 0.057
H -0.29042 4.23465 -5.61143 0.075
H -0.31010 3.97175 -3.83698 0.038
H -3.08566 7.49615 -1.16311 0.096
H -1.32417 7.23369 -0.81578 0.075
H -2.37351 5.76203 -0.98240 0.084
O 3.15097 1.71996 -5.26059 0.115
C 3.74434 2.54308 -4.64118 -0.517
O 4.82541 3.20741 -5.15868 -0.039
C 5.31049 3.03303 -6.50706 -0.205
C 6.59297 3.84763 -6.62946 -0.070
C 3.57364 2.76198 -3.18764 0.031
H 4.56480 3.45447 -7.18117 0.125
H 5.47881 1.97858 -6.72593 0.126
H 7.28140 3.38549 -5.92194 0.076
H 6.60081 4.93757 -6.63864 0.075
H 7.02279 3.60258 -7.60070 0.073
H 4.50849 2.86282 -2.63628 0.062
H 2.92565 1.96201 -2.82951 0.074
H 2.99679 3.66305 -2.97928 0.073
O 3.15477 3.92701 3.56246 0.094
C 2.77955 3.20180 4.44484 -0.484
O 2.69621 1.81039 4.40174 -0.015
C 2.89489 1.16615 3.14310 -0.241
C 1.70744 0.97893 2.22871 -0.044
C 2.18519 3.88746 5.66855 0.013
H 3.21244 0.16115 3.42102 0.111
H 3.77131 1.56653 2.63349 0.103
H 0.75977 0.66765 2.66817 0.067
H 1.94061 0.17410 1.53158 0.074
H 1.54675 1.92463 1.71110 0.069
H 2.31523 3.47395 6.66864 0.081
H 1.13109 4.02992 5.43047 0.080
H 2.65519 4.86167 5.80322 0.083
O -0.89248 -7.79013 1.16563 0.062
C -0.03655 -7.11888 1.74449 -0.516
O 1.14651 -7.63542 2.04683 -0.019
C 1.53974 -8.96207 1.73698 -0.198
C 0.64623 -10.02255 2.41784 -0.063
C -0.22628 -5.70761 2.18785 0.020
H 2.59826 -9.06316 1.97660 0.117
H 1.50189 -8.96626 0.64765 0.121
H 0.26451 -9.74297 3.39978 0.081
H 1.16674 -10.97728 2.49304 0.070
H -0.25283 -10.20142 1.82810 0.065
H 0.25272 -5.52824 3.15039 0.083
H -1.30896 -5.58420 2.16185 0.070
H 0.20455 -4.99311 1.48645 0.096
O -1.26786 -5.11294 4.96739 0.100
C -2.13989 -4.29193 5.10169 -0.597
O -2.82700 -4.01347 6.14051 0.036
C -2.90482 -4.77504 7.28979 -0.239
C -1.60162 -4.74211 8.02826 -0.072
C -2.29961 -3.31433 4.02941 0.029
H -3.14468 -5.83048 7.16092 0.131
H -3.70760 -4.32979 7.87749 0.125
H -0.97269 -5.52422 7.60297 0.074
H -1.68438 -5.08223 9.06052 0.080
H -1.12670 -3.76674 7.92245 0.090
H -3.31696 -3.44375 3.66016 0.088
H -1.47577 -3.43120 3.32533 0.090
H -2.19712 -2.30618 4.43096 0.073
O 3.60468 7.91595 -0.97757 0.044
C 2.39646 8.20862 -1.14877 -0.517
O 1.29926 7.72436 -0.59335 -0.006
C 1.46212 6.75789 0.45538 -0.168
C 1.64508 5.27470 -0.12687 -0.027
C 2.02755 9.24339 -2.15822 0.025
H 0.56946 6.77357 1.08070 0.100
H 2.18053 7.01174 1.23484 0.121
H 0.79064 5.00850 -0.74911 0.051
H 1.80171 4.62228 0.73215 0.062
H 2.56404 5.14879 -0.69937 0.063
H 2.27134 8.78487 -3.11657 0.085
H 2.56458 10.18737 -2.06541 0.094
H 0.94999 9.39195 -2.08822 0.087
O -3.68729 1.47640 2.66464 0.077
C -3.81055 0.51257 3.42454 -0.459
O -2.98640 0.03766 4.37444 -0.031
C -1.72686 0.55078 4.54959 -0.238
C -1.64445 1.37493 5.87705 -0.024
C -4.99113 -0.45928 3.16180 0.025
H -1.52209 1.18409 3.68640 0.104
H -1.05451 -0.30623 4.58917 0.116
H -0.62224 1.74990 5.92801 0.067
H -2.03157 0.86787 6.76086 0.077
H -2.33903 2.21278 5.81651 0.065
H -5.36041 -0.77882 4.13629 0.077
H -4.74491 -1.42628 2.72317 0.074
H -5.85174 -0.01101 2.66532 0.083
```


Entry 2:
A cluster of 12 separate species, C51H124N12O7 in total at a distorted geometry. Source: the Open Molecules 2025 dataset; level of theory: wB97M-V/def2-TZVPD.

Energy = -87103.4010 eV
Spin multiplicity = 2
Charge = -1
HOMO-LUMO gap (alpha / beta) = 1.5 / 8.1 eV
Strongest force on any atom = 3.562 eV/A
⟨S²⟩ = 0.751

XYZ file:
```
194
Properties=species:S:1:pos:R:3:lowdin_charge:R:1
C 3.01582 -11.77105 -24.00993 -0.128
C 3.57306 -13.11684 -24.63111 -0.220
N 2.63496 -13.36023 -25.71143 -0.221
C 1.28271 -13.88226 -25.28310 -0.216
C 0.34151 -14.49601 -26.39968 -0.103
C 2.57518 -12.33642 -26.74187 -0.280
C 3.93691 -12.03482 -27.28736 -0.111
H 2.00384 -11.86478 -23.61597 0.055
H 3.05062 -10.80358 -24.51082 0.061
H 3.63551 -11.59429 -23.13082 0.042
H 4.57568 -12.95236 -25.02584 0.077
H 3.57429 -13.93372 -23.90944 0.101
H 1.44728 -14.60432 -24.48332 0.093
H 0.65654 -13.07421 -24.90487 0.087
H 0.86612 -15.22894 -27.01262 0.057
H -0.54941 -14.98215 -26.00216 0.059
H -0.03158 -13.79425 -27.14563 0.052
H 1.95487 -11.52132 -26.36915 0.109
H 1.97697 -12.75760 -27.54987 0.101
H 4.53880 -12.87469 -27.63440 0.064
H 4.47301 -11.38772 -26.59313 0.069
H 3.96919 -11.56828 -28.27194 0.067
C 3.84428 -18.59223 -23.09500 -0.087
C 3.65133 -19.45958 -24.35032 -0.241
N 3.62513 -20.88202 -24.05441 -0.200
C 4.96221 -21.47935 -23.80553 -0.239
C 6.05873 -21.34138 -24.88018 -0.072
C 2.50154 -21.31872 -23.21325 -0.242
C 2.01526 -22.71367 -23.66608 -0.087
H 4.30928 -17.69616 -23.50600 0.033
H 4.40199 -18.86678 -22.19964 0.060
H 2.92333 -18.20927 -22.65536 0.054
H 2.78460 -19.15840 -24.93870 0.115
H 4.53120 -19.29755 -24.97296 0.072
H 5.35300 -21.21467 -22.82302 0.081
H 4.87168 -22.56558 -23.80781 0.098
H 6.93882 -21.82803 -24.45979 0.065
H 5.73586 -21.77951 -25.82459 0.085
H 6.30597 -20.28082 -24.92693 0.042
H 1.72809 -20.55304 -23.27331 0.106
H 2.82050 -21.20062 -22.17768 0.097
H 1.56907 -22.57004 -24.65015 0.068
H 1.31610 -23.19792 -22.98433 0.059
H 2.73090 -23.51968 -23.82825 0.056
C 2.50775 -20.75779 -15.66110 -0.064
C 3.90015 -21.60287 -15.98844 -0.188
N 4.39387 -21.71226 -17.41448 -0.170
C 3.59768 -22.68948 -18.20264 -0.242
C 3.73395 -24.22133 -17.88417 -0.078
C 4.41497 -20.42410 -18.03821 -0.281
C 5.43929 -19.46529 -17.37847 -0.086
H 2.66666 -19.68150 -15.72782 0.043
H 2.19873 -20.85125 -14.62001 0.055
H 1.73025 -21.14223 -16.32125 0.053
H 4.71055 -21.22986 -15.36217 0.089
H 3.71068 -22.49888 -15.39736 0.086
H 2.54562 -22.40677 -18.23949 0.101
H 3.96032 -22.61779 -19.22804 0.089
H 2.88163 -24.79678 -18.24543 0.067
H 4.74709 -24.55057 -18.11494 0.064
H 3.64064 -24.43382 -16.81916 0.048
H 3.49590 -19.84228 -17.96831 0.093
H 4.64441 -20.58919 -19.09092 0.104
H 5.20189 -19.15298 -16.36152 0.059
H 5.40571 -18.47906 -17.84142 0.047
H 6.46357 -19.83631 -17.34271 0.060
C 17.30582 -14.16391 -20.04835 -0.070
C 16.24508 -13.09044 -20.54903 -0.202
N 15.32938 -12.59264 -19.49635 -0.236
C 15.78295 -11.57577 -18.54086 -0.298
C 16.37722 -10.28002 -18.93513 -0.093
C 14.54155 -13.58406 -18.80446 -0.228
C 13.70396 -14.48617 -19.82469 -0.054
H 16.83935 -15.11695 -19.79893 0.058
H 17.89425 -13.82855 -19.19431 0.060
H 18.03311 -14.45521 -20.80617 0.059
H 16.75314 -12.21170 -20.94626 0.094
H 15.55691 -13.56283 -21.25001 0.090
H 16.58474 -12.13778 -18.06191 0.102
H 15.07114 -11.36246 -17.74341 0.117
H 17.01163 -9.82573 -18.17405 0.085
H 15.50784 -9.66996 -19.18029 0.065
H 16.91728 -10.48096 -19.86036 0.063
H 15.18112 -14.18704 -18.15989 0.110
H 13.80588 -12.96786 -18.28756 0.104
H 14.26329 -15.30951 -20.26894 0.059
H 12.90398 -14.97732 -19.27071 0.059
H 13.28913 -13.77525 -20.53925 0.061
C 7.92910 -18.29980 -22.53551 -0.072
C 8.44311 -17.61359 -21.24086 -0.205
N 7.75688 -16.30635 -20.96430 -0.185
C 8.34457 -15.34185 -20.03071 -0.263
C 9.75486 -14.90784 -20.45285 -0.084
C 6.36095 -16.52873 -20.62443 -0.270
C 5.46538 -15.57996 -21.42749 -0.112
H 8.40721 -19.27835 -22.57978 0.058
H 8.41592 -17.79092 -23.36746 0.063
H 6.86087 -18.42490 -22.71249 0.052
H 8.24301 -18.28253 -20.40385 0.104
H 9.50073 -17.43767 -21.43731 0.069
H 7.64748 -14.54356 -19.77599 0.103
H 8.42937 -15.88808 -19.09127 0.099
H 10.52153 -15.62859 -20.16853 0.054
H 9.76303 -14.68409 -21.51960 0.067
H 9.84138 -13.94813 -19.94336 0.051
H 6.10127 -16.27132 -19.59759 0.094
H 6.12286 -17.57715 -20.80394 0.091
H 4.46697 -15.55388 -20.99091 0.034
H 5.37408 -15.83938 -22.48222 0.040
H 5.70633 -14.51693 -21.43199 0.049
C 7.07992 -17.32841 -26.75587 -0.375
O 6.84403 -18.50464 -26.82649 0.006
N 6.17088 -16.40708 -26.43282 -0.185
C 6.51942 -15.11920 -26.01864 -0.111
C 4.75819 -16.77503 -26.28835 -0.024
H 8.03654 -16.82907 -26.97438 0.127
H 5.94097 -14.26454 -26.36944 0.064
H 7.52164 -14.74578 -26.22889 0.081
H 6.35183 -15.19209 -24.94407 0.088
H 4.22696 -16.11041 -26.96965 0.085
H 4.41670 -17.78429 -26.51834 0.081
H 4.36563 -16.42775 -25.33264 0.073
C 9.79244 -22.60537 -20.91080 -0.302
O 9.95007 -22.84317 -22.14183 -0.038
N 8.60965 -22.29140 -20.34053 -0.179
C 8.38697 -21.69775 -19.00985 -0.036
C 7.30771 -22.48969 -21.01158 -0.046
H 10.57340 -22.56770 -20.13564 0.127
H 8.16717 -22.47895 -18.28217 0.096
H 7.64560 -20.92620 -19.21765 0.072
H 9.30932 -21.15959 -18.79132 0.084
H 6.87450 -21.53576 -21.31229 0.066
H 7.36616 -23.17779 -21.85491 0.087
H 6.56554 -22.95631 -20.36385 0.079
C 0.54826 -16.47527 -17.73930 -0.420
O -0.16194 -15.97893 -16.91494 0.015
N 1.85918 -16.32165 -17.71194 -0.178
C 2.55500 -16.71764 -18.92197 -0.103
C 2.70498 -15.60562 -16.75819 -0.061
H 0.11830 -16.99295 -18.61070 0.128
H 3.03482 -15.84103 -19.35721 0.059
H 1.97933 -17.08111 -19.77320 0.075
H 3.28805 -17.47299 -18.63882 0.065
H 2.35944 -15.69418 -15.72821 0.083
H 3.66929 -16.10972 -16.82215 0.067
H 2.86803 -14.54534 -16.95138 0.072
C 12.49190 -20.24074 -19.91515 -0.338
O 12.52107 -19.57843 -18.86856 -0.019
N 12.31328 -19.77679 -21.20540 -0.144
C 12.08341 -18.39027 -21.53246 -0.076
C 12.38364 -20.72425 -22.43906 -0.033
H 12.76680 -21.29673 -20.06181 0.119
H 11.17752 -18.11415 -22.07211 0.062
H 13.00454 -18.08330 -22.02784 0.092
H 11.87515 -17.80695 -20.63554 0.074
H 11.43677 -20.70508 -22.97866 0.054
H 13.08915 -20.61834 -23.26316 0.069
H 12.42313 -21.77120 -22.13833 0.069
C 12.26133 -21.57555 -25.84047 -0.378
O 12.36080 -22.27375 -24.87919 0.030
N 11.18296 -20.94212 -26.34551 -0.183
C 9.96363 -20.97787 -25.54438 -0.050
C 11.10140 -20.14561 -27.54274 -0.061
H 13.11017 -21.37666 -26.51287 0.131
H 9.95972 -21.77013 -24.79578 0.079
H 9.12577 -21.14344 -26.22164 0.085
H 9.69197 -20.06029 -25.02250 0.083
H 10.76934 -20.84607 -28.30902 0.093
H 10.41101 -19.31488 -27.39666 0.086
H 12.05940 -19.70896 -27.82497 0.083
C 9.43623 -12.27833 -14.61519 -0.302
O 10.47404 -12.73524 -14.07219 -0.047
N 8.79086 -12.85538 -15.69294 -0.179
C 7.62243 -12.16629 -16.12797 -0.123
C 9.48372 -13.86947 -16.57262 -0.013
H 8.92066 -11.40720 -14.18214 0.124
H 7.11498 -11.59262 -15.35241 0.082
H 7.01558 -12.81477 -16.75987 0.070
H 7.93034 -11.46485 -16.90339 0.080
H 8.91531 -14.79441 -16.67008 0.068
H 9.52262 -13.58565 -17.62430 0.067
H 10.42816 -14.18791 -16.13134 0.083
C 12.32760 -10.86353 -19.96568 -0.304
O 11.17838 -11.18602 -19.61651 -0.036
N 12.56974 -10.89313 -21.29877 -0.181
C 13.90442 -10.93666 -21.90616 -0.070
C 11.54886 -11.20544 -22.27696 -0.088
H 13.20984 -10.65236 -19.34177 0.123
H 14.09150 -11.85601 -22.46104 0.087
H 14.68508 -10.83530 -21.15225 0.050
H 14.05653 -10.03695 -22.50238 0.085
H 11.40205 -12.28383 -22.21661 0.079
H 10.54387 -10.81814 -22.10934 0.082
H 11.83940 -11.03187 -23.31309 0.081
```


Number 1 is which compound?
C51H109N7O36